{
  "formula": "C3H3F2N",
  "method": "the ωB97M-V functional and the def2-TZVPD basis",
  "gap_ev": 13.37,
  "homo_energy_ev": -12.6,
  "multiplicity": 1,
  "mol_weight_da": 91.06,
  "smiles": "CC(F)(F)C#N",
  "energy_ev": -10083.5642,
  "relative_energy_kcal_mol": 16.3,
  "elements": ["F", "C", "H", "F", "N", "C", "H", "C", "H"],
  "positions_angstrom": [[-1.37, 0.73, -0.78], [-0.17, 0.50, -0.21], [-0.29, -1.64, -0.25], [0.64, 1.50, -0.58], [-0.61, 0.84, 2.63], [0.39, -0.85, -0.56], [0.49, -0.88, -1.65], [-0.44, 0.77, 1.51], [1.36, -0.98, -0.11]]
}